Entry 1:
Molecular formula: C21H26N3OS6Zn
Method: DFT, the ωB97M-V functional and the def2-TZVPD basis

```
58
Properties=species:S:1:pos:R:3:forces:R:3
Zn -0.5498 -0.6766 2.2159 0.2 -0.3 0.5
S -4.7032 -1.9645 1.4817 0.0 0.1 0.0
C -3.7989 -3.4091 1.3559 0.0 0.0 0.0
C -2.4578 -3.1825 1.4497 0.1 0.1 -0.1
C -2.1017 -1.8074 1.6225 -0.2 0.0 0.1
C -3.2382 -1.0442 1.6629 0.0 0.1 -0.1
C -3.2374 0.4107 1.8551 0.1 -0.1 -0.1
C -4.3990 1.1850 1.9138 0.0 0.0 0.0
C -4.2969 2.5477 2.0977 0.0 0.0 0.0
C -3.0399 3.1286 2.2139 -0.1 0.0 0.0
C -1.9394 2.2979 2.1473 0.1 -0.1 0.0
N -2.0272 0.9833 1.9763 -0.1 -0.1 -0.1
H -4.3094 -4.3526 1.2331 0.0 0.0 0.0
H -1.7338 -3.9854 1.3849 0.0 0.0 0.1
H -5.3656 0.7073 1.8197 0.0 0.0 0.0
H -5.1905 3.1570 2.1554 0.0 0.0 0.0
H -2.9139 4.1927 2.3549 0.0 0.0 0.0
H -0.9356 2.6966 2.2400 0.0 0.0 0.0
O 4.4298 -0.1647 6.8366 0.0 0.0 0.0
C 3.5380 -0.2882 6.0286 0.0 0.0 0.0
S 3.7996 -0.5890 4.3098 0.0 0.0 0.0
C 2.1078 -0.6552 3.8346 0.1 0.0 -0.1
C 1.1921 -0.4722 4.7996 -0.2 0.0 0.0
S -0.5426 -0.4577 4.6055 0.1 0.1 0.0
S 1.8226 -0.1882 6.4185 0.0 0.0 0.0
S 1.7849 -0.9311 2.1312 -0.1 0.1 -0.1
C 1.8687 4.0590 -3.6121 0.0 0.0 0.0
C 2.2811 3.1913 -2.4281 0.0 0.0 0.0
C 1.1836 3.0980 -1.3760 0.0 0.0 -0.1
C 1.5002 2.1422 -0.2337 0.0 0.0 0.1
N 1.8562 0.7989 -0.6636 0.1 0.1 -0.1
C 0.9278 -0.1528 -0.9267 0.0 0.0 0.2
S -0.6984 0.1854 -1.1120 0.0 0.1 -0.2
N 1.4297 -1.4110 -0.9788 -0.1 0.1 -0.1
C 0.5857 -2.5911 -1.1054 0.0 -0.1 0.1
C 0.0895 -2.8497 -2.5223 0.0 0.1 -0.1
C 1.1950 -2.8873 -3.5704 -0.1 0.0 0.0
C 0.6400 -3.0236 -4.9846 0.0 0.0 0.0
H 2.6563 4.1123 -4.3661 0.0 0.0 0.0
H 1.6420 5.0797 -3.2939 0.0 0.0 0.0
H 0.9740 3.6543 -4.0902 0.0 0.0 0.0
H 3.1937 3.5944 -1.9754 0.0 0.0 0.0
H 2.5195 2.1841 -2.7780 0.0 0.0 0.0
H 0.2512 2.7791 -1.8481 0.0 0.0 0.0
H 1.0110 4.0865 -0.9367 -0.1 0.0 0.0
H 0.6488 2.0767 0.4480 0.0 0.0 0.0
H 2.3542 2.5133 0.3363 0.0 0.0 0.0
H 2.7094 0.4503 -0.2528 0.0 0.0 0.0
H 2.2939 -1.5501 -0.4767 0.0 0.0 0.0
H -0.2631 -2.5006 -0.4231 0.0 0.0 0.0
H 1.2004 -3.4327 -0.7796 0.0 0.0 0.1
H -0.6382 -2.0787 -2.7860 0.0 -0.1 0.0
H -0.4391 -3.8085 -2.5105 -0.1 0.0 0.0
H 1.8764 -3.7192 -3.3601 0.0 0.0 0.0
H 1.7828 -1.9693 -3.4961 0.0 0.0 0.0
H 0.0534 -3.9397 -5.0919 0.0 0.0 0.0
H 1.4360 -3.0470 -5.7312 0.0 0.0 0.0
H -0.0160 -2.1825 -5.2193 0.0 0.0 0.0
```
Positions in Å, forces in eV/Å.

Results
- total charge = -1
- frontier orbital gap (eV) = 6.319
- HOMO energy (eV) = -3.86

Entry 2:
Molecular formula: C8H13BNO
Method: DFT, the ωB97M-V functional and the def2-TZVPD basis

```
24
Properties=species:S:1:pos:R:3:forces:R:3
B -0.7391 -0.8666 2.3958 1.4 0.8 -1.2
C 0.2504 2.3699 -2.4638 -0.1 0.0 -0.1
C 1.0860 2.3641 -1.3552 0.0 0.0 0.0
C -0.5081 1.2478 -2.7493 0.0 0.2 -0.1
C 1.1827 1.2429 -0.5615 -0.1 -0.3 0.0
C -0.4312 0.1259 -1.9467 0.2 -0.2 0.3
C 0.4401 0.0864 -0.8490 -0.3 0.5 -0.6
C -0.2634 0.1768 3.4281 0.1 -0.2 -0.2
C 0.6082 -1.0711 -0.0144 -0.8 -0.1 3.0
N 0.0735 -2.3603 -0.5407 0.0 0.3 -0.2
O -1.6439 -1.7473 2.1614 -0.4 -0.8 -0.8
H 0.1907 3.2417 -3.0953 0.0 0.1 -0.1
H 1.6710 3.2393 -1.1206 0.1 0.1 0.0
H -1.1663 1.2404 -3.6043 -0.1 0.0 -0.1
H 1.8450 1.2355 0.2916 0.1 0.0 0.1
H -1.0648 -0.7190 -2.1948 -0.1 0.0 0.0
H 0.6466 0.7072 3.1658 0.1 -0.1 -0.2
H -0.0940 -0.3054 4.3924 -0.1 -0.1 0.1
H -1.0394 0.9296 3.5705 -0.2 0.0 0.0
H 1.5654 -1.1895 0.4681 0.2 -0.2 -0.3
H -0.1498 -2.2222 -1.5407 0.1 -0.3 0.3
H 0.7593 -3.1165 -0.4483 -0.2 0.1 -0.1
H -0.7871 -2.6319 -0.0502 0.2 0.0 -0.2
H -2.4317 -1.9779 2.6610 -0.1 0.1 0.4
```
Positions in Å, forces in eV/Å.

Results
- total charge = +1
- frontier orbital gap (spin up / spin down) (eV) = 7.100 / 7.099
- HOMO energy (spin up / spin down) (eV) = -10.69 / -10.69

Entry 3:
Molecular formula: C24H28BN9O3PdS
Method: DFT, the ωB97M-V functional and the def2-TZVPD basis

```
67
Properties=species:S:1:pos:R:3:forces:R:3
Pd -0.4619 0.5546 -0.6279 0.1 -0.2 0.2
C -1.3511 2.2425 2.9195 -0.1 0.0 0.0
C -1.5269 0.7812 2.6611 0.0 0.0 0.0
C -1.9768 -0.1766 3.5769 0.1 0.0 0.0
C -2.0357 -1.3615 2.8757 -0.1 0.0 0.0
C -2.4608 -2.7078 3.3587 0.0 0.0 0.0
N -1.6449 -1.1101 1.6099 0.3 -0.1 0.1
N -1.3131 0.2063 1.4772 -0.2 0.3 0.2
B -1.6684 -2.0963 0.4225 -0.1 0.0 -0.1
N -2.5650 -1.4598 -0.6593 0.1 -0.1 -0.1
N -2.1482 -0.3049 -1.1984 0.0 0.1 -0.2
C -3.0223 0.0912 -2.1196 0.0 0.0 0.0
C -2.8203 1.3465 -2.8991 0.0 0.0 0.0
C -4.0494 -0.8543 -2.1712 0.0 0.0 0.0
C -3.7224 -1.8229 -1.2342 0.0 0.0 0.0
C -4.4506 -3.0673 -0.8573 0.0 0.0 0.0
N -0.2817 -2.3655 -0.2118 0.0 0.1 0.2
N 0.4817 -1.3834 -0.7731 -0.1 0.0 -0.2
C 1.6185 -1.9412 -1.1864 0.0 0.0 0.0
C 2.7228 -1.1891 -1.8465 0.0 0.0 0.0
C 1.5904 -3.3075 -0.8926 0.0 0.0 0.0
C 0.3778 -3.5375 -0.2760 0.0 0.0 0.0
C -0.1695 -4.8195 0.2547 0.0 0.0 0.0
H -1.8733 2.5116 3.8362 -0.1 0.0 0.0
H -0.3109 2.5214 3.0672 0.1 0.0 0.0
H -1.7589 2.8424 2.1060 0.0 0.0 0.0
H -2.2380 -0.0200 4.6096 0.0 0.0 0.0
H -2.7423 -2.6406 4.4074 0.0 0.0 0.0
H -3.3151 -3.0854 2.7975 0.0 0.0 0.0
H -1.6550 -3.4369 3.2683 0.0 0.0 0.0
H -2.1422 -3.1287 0.7809 0.0 0.0 0.0
H -1.9068 1.8599 -2.5892 0.0 0.0 0.0
H -2.7373 1.1346 -3.9647 0.0 0.0 0.0
H -3.6540 2.0331 -2.7563 0.0 0.0 0.0
H -4.9159 -0.8400 -2.8098 0.0 0.0 0.0
H -5.3555 -3.1567 -1.4539 0.0 0.0 0.0
H -3.8361 -3.9511 -1.0291 0.0 0.0 0.0
H -4.7321 -3.0550 0.1958 0.0 0.0 0.0
H 3.0289 -0.3276 -1.2570 0.0 0.0 0.0
H 3.5886 -1.8383 -1.9576 0.0 0.0 0.0
H 2.4375 -0.8460 -2.8426 0.0 0.0 0.0
H 2.3609 -4.0298 -1.1019 0.0 0.0 0.0
H 0.5366 -5.6216 0.0512 0.0 0.0 0.0
H -0.3302 -4.7706 1.3319 0.0 0.0 0.0
H -1.1210 -5.0724 -0.2126 0.0 0.0 0.0
O 7.0996 6.8090 -3.4784 0.0 0.0 0.0
S 6.7932 5.4071 -3.3130 0.0 0.0 0.0
O 5.7432 4.8945 -4.1703 0.0 0.0 0.0
O 7.9330 4.5244 -3.1438 0.0 0.0 0.0
C 6.0536 5.3153 -1.6461 0.0 0.0 0.0
N 6.5968 6.0287 -0.6526 0.0 0.0 0.0
C 6.0548 5.8906 0.5441 0.0 0.0 0.0
C 4.9718 5.0535 0.7977 0.0 0.0 0.0
C 4.4904 4.3575 -0.2955 0.0 0.0 0.0
N 5.0272 4.4884 -1.5015 0.0 0.0 0.0
C 3.3477 3.4082 -0.2492 0.0 0.0 0.0
C 2.6481 3.0880 0.9108 0.0 0.0 0.0
C 1.6037 2.1910 0.8486 0.1 -0.2 0.0
N 1.2367 1.6024 -0.2922 -0.2 0.0 -0.2
C 1.9064 1.9042 -1.4176 0.0 0.2 0.0
C 2.9505 2.7951 -1.4391 0.0 0.0 0.0
H 6.4990 6.4713 1.3464 0.0 0.0 0.0
H 4.5540 4.9713 1.7910 0.0 0.0 0.0
H 2.9051 3.5242 1.8651 0.0 0.0 0.0
H 1.0466 1.9028 1.7209 -0.1 0.0 0.1
H 1.5752 1.4071 -2.3212 0.0 0.0 0.0
H 3.4800 3.0319 -2.3534 0.0 0.0 0.0
```
Positions in Å, forces in eV/Å.

Results
- total charge = 0
- frontier orbital gap (eV) = 4.795
- HOMO energy (eV) = -7.21

Entry 4:
Molecular formula: C5H5BrNO
Method: DFT, the ωB97M-V functional and the def2-TZVPD basis

```
13
Properties=species:S:1:pos:R:3:forces:R:3
C -0.1280 0.5231 -1.1750 0.1 -0.4 1.4
C -0.4088 -0.8744 -1.3544 0.4 -0.4 3.7
C 0.1035 1.3107 -0.0618 0.2 -0.2 -2.0
C -0.3643 -1.7120 -0.2223 -0.4 3.1 -2.7
C 0.6057 1.1731 1.2568 -0.6 0.0 -0.5
N 0.9115 -0.0372 1.6229 -0.8 -1.2 -1.9
O 1.4354 -0.4484 2.6508 0.9 0.4 2.3
Br -1.4110 -3.2370 -0.5075 -0.3 -1.3 0.5
H -0.4274 0.9637 -2.0826 -0.1 1.6 -0.8
H -0.9205 -0.9450 -2.3077 0.1 -1.4 0.0
H -0.0269 2.3125 -0.3932 0.0 1.2 0.2
H -0.0589 -1.1071 0.7561 0.0 -1.8 -1.1
H 0.6897 2.0781 1.8180 0.4 0.5 0.8
```
Positions in Å, forces in eV/Å.

Results
- SMILES = [O-]/N=C/C=C\C=C\Br
- total charge = -1
- frontier orbital gap (eV) = 6.265
- HOMO energy (eV) = -2.91

Entry 5:
Molecular formula: C3H6N4O
Method: DFT, the ωB97M-V functional and the def2-TZVPD basis

```
14
Properties=species:S:1:pos:R:3:forces:R:3
C -1.6275 1.1713 -0.1442 -1.5 0.9 -0.5
C 0.0316 -0.2362 -0.4222 0.2 -0.1 0.4
C 2.4455 -0.2534 0.2048 -0.1 -1.0 -0.1
H -3.2546 -1.2240 0.6748 1.2 0.3 0.0
H -1.8874 2.1776 -0.5083 -0.2 -0.5 0.4
H -0.7291 -0.9260 -0.7406 -0.1 -0.2 -0.3
H 1.2846 -1.8116 -0.4152 -0.2 -0.4 -0.3
H 3.2474 -0.9993 0.3335 -0.5 0.1 0.0
H 1.8414 1.4791 0.2589 -0.2 0.4 0.4
N -2.6437 0.4204 0.1019 0.6 0.7 -0.1
N -0.2724 0.9702 -0.0844 1.0 -1.3 0.0
N 1.2576 -0.8168 -0.3633 1.2 1.0 0.5
N 2.6435 0.9298 0.5528 0.0 0.4 -0.5
O -2.3368 -0.8810 0.5515 -1.3 -0.2 0.1
```
Positions in Å, forces in eV/Å.

Results
- SMILES = [H]/N=C\N/C=N/C=N\O
- total charge = 0
- frontier orbital gap (eV) = 9.741
- HOMO energy (eV) = -9.16

How do the records compare in F_max? In the order shown, they have 0.6; 3.1; 0.4; 4.1; 1.8 eV/A.
How do the records compare in E_tot? In the order shown, they have -142151.279; -12713.234; -59888.247; -78842.605; -11213.720 eV.
How do the records compare in ΔE to the lowest compared entry with this formula, charge and spin? In the order shown, they have 0.0; 27.8; 6.2; 28.6; 70.5 kcal per mole.